Entry 1:
{"formula": "C13H18BrN3O2S", "method": "ωB97M-V/def2-TZVPD", "charge": 0, "gap_ha": 0.294, "multiplicity": 1, "symbols": ["C", "H", "O", "C", "C", "C", "N", "C", "S", "N", "N", "C", "C", "C", "C", "C", "C", "C", "H", "Br", "O", "C", "H", "H", "H", "H", "H", "H", "H", "H", "H", "H", "H", "H", "H", "H", "H", "H"], "positions_angstrom": [[5.6456, 0.7816, -1.7763], [5.6611, 1.7794, -2.2328], [4.3390, 0.2661, -1.7300], [3.3903, 1.1044, -1.1234], [3.5368, 1.2306, 0.4003], [3.5152, -0.1330, 1.0891], [2.2570, -0.8008, 0.8900], [2.1336, -2.0641, 0.4643], [3.3665, -3.1453, 0.3003], [0.8593, -2.4739, 0.1785], [-0.1855, -1.6517, 0.2737], [-1.3549, -2.0753, -0.0220], [-2.5149, -1.2226, 0.0680], [-2.4273, 0.1020, 0.4993], [-3.5465, 0.9052, 0.5821], [-4.8010, 0.4092, 0.2331], [-4.8820, -0.9200, -0.1998], [-3.7712, -1.7259, -0.2834], [-3.8755, -2.7457, -0.6216], [-6.5925, -1.5910, -0.6749], [-5.9635, 1.0950, 0.2722], [-5.9545, 2.4349, 0.6999], [-6.9903, 2.7652, 0.6455], [-5.5989, 2.5230, 1.7312], [-5.3393, 3.0596, 0.0449], [-3.4430, 1.9238, 0.9208], [-1.4613, 0.4947, 0.7724], [-1.5186, -3.1049, -0.3560], [0.7490, -3.4413, -0.1282], [1.4017, -0.2636, 0.9442], [4.2902, -0.7802, 0.6695], [3.7046, -0.0078, 2.1625], [2.7199, 1.8524, 0.7731], [4.4753, 1.7295, 0.6445], [3.4259, 2.1098, -1.5726], [2.4249, 0.6498, -1.3632], [6.2204, 0.0929, -2.3921], [6.1049, 0.8381, -0.7833]], "atomic_forces_ev_per_a": [[0.0013, -0.0015, 0.0105], [0.0209, -0.0093, 0.0103], [-0.0264, -0.1816, -0.0137], [-0.1773, 0.2314, 0.1937], [0.0273, -0.4148, -0.3815], [0.4399, 0.2523, 0.1596], [-0.5521, -0.0123, -0.2146], [-0.0127, 0.1031, 0.1826], [0.3999, -0.4477, -0.1177], [-0.0012, -0.7360, -0.2209], [-0.7598, 0.5245, 0.0367], [0.9300, -0.4334, 0.0039], [-0.6631, 0.5862, 0.0832], [-0.0110, -0.3165, -0.0988], [-0.2220, 0.1700, 0.0169], [-0.0435, -0.2716, -0.0937], [-0.4642, 0.1347, -0.0273], [0.2639, 0.1843, 0.0979], [-0.0278, -0.0974, -0.0337], [0.2051, -0.0910, 0.0031], [0.1489, -0.2913, -0.0700], [0.0612, 0.3102, 0.1083], [0.0962, 0.0212, 0.0214], [-0.0048, 0.0053, -0.0459], [-0.0178, -0.0213, 0.0367], [-0.0091, 0.0972, 0.0292], [0.0846, 0.0758, 0.0381], [0.0811, 0.0046, 0.0129], [0.1398, 0.3305, 0.1212], [0.0466, -0.0695, -0.0084], [-0.0840, 0.1202, 0.1443], [0.0555, -0.0723, -0.1258], [0.0029, 0.1296, 0.0227], [-0.0206, 0.0749, 0.0846], [-0.0398, -0.0993, 0.0022], [0.0314, 0.1308, 0.0189], [0.0786, 0.0683, 0.0290], [0.0219, 0.0117, -0.0158]]}

Entry 2:
{"formula": "C13H18Cl16FN2O2P", "method": "ωB97M-V/def2-TZVPD", "charge": 0, "gap_ha": 0.309, "multiplicity": 1, "symbols": ["C", "N", "C", "C", "C", "C", "C", "C", "F", "P", "C", "O", "N", "C", "O", "H", "H", "H", "H", "H", "H", "H", "H", "H", "H", "H", "H", "H", "H", "H", "H", "H", "H", "C", "Cl", "Cl", "Cl", "Cl", "C", "Cl", "Cl", "Cl", "Cl", "C", "Cl", "Cl", "Cl", "Cl", "C", "Cl", "Cl", "Cl", "Cl"], "positions_angstrom": [[3.2533, -1.4194, -1.4589], [2.8243, -0.0523, -1.7523], [2.9471, 0.3526, -3.1424], [1.6234, 0.3685, -3.9158], [0.4001, 0.9295, -3.2031], [-0.3508, -0.2539, -2.5246], [-0.3051, -0.0573, -1.0312], [-0.8080, 1.2548, -0.5378], [-1.0285, -1.1052, -0.4477], [-2.0240, -0.6259, -3.2526], [-3.3051, 0.2379, -2.2638], [-2.3371, -2.2067, -2.9650], [0.5044, -1.3793, -2.8872], [1.2281, -1.0890, -4.0399], [1.4893, -1.8727, -4.8956], [3.1028, -2.0753, -2.2950], [4.3166, -1.4252, -1.2417], [2.6642, -1.7847, -0.6345], [3.2948, 0.5969, -1.1481], [3.4013, 1.3297, -3.2011], [3.6222, -0.3242, -3.6489], [1.7894, 0.8450, -4.8608], [0.7512, 1.7159, -2.5599], [-0.3067, 1.2722, -3.9459], [0.7087, -0.1963, -0.7082], [0.0404, 1.9000, -0.4143], [-1.2309, 1.1447, 0.4426], [-1.4819, 1.7455, -1.2099], [-3.1124, 0.2525, -1.1999], [-4.1980, -0.3442, -2.4079], [-3.4762, 1.2388, -2.6222], [-2.2977, -2.3992, -2.0177], [0.0308, -2.2441, -3.1463], [-2.6061, 4.6314, 2.4537], [-3.3100, 6.1452, 3.0243], [-1.1057, 4.9740, 1.5892], [-2.2656, 3.5885, 3.8408], [-3.7532, 3.8251, 1.3842], [-1.4378, 0.5542, 7.1129], [-0.0935, -0.1933, 6.2468], [-2.7860, -0.5735, 7.2166], [-0.9140, 1.0064, 8.7363], [-1.9763, 1.9954, 6.2454], [4.5309, -2.6767, 2.3620], [5.4813, -3.0419, 3.8028], [2.8228, -2.9835, 2.6867], [4.7468, -0.9774, 1.9298], [5.0686, -3.6959, 1.0255], [-2.8222, -1.3741, 3.0893], [-2.5918, 0.3340, 3.5402], [-4.2475, -1.5087, 2.0531], [-1.4103, -2.0238, 2.2458], [-3.0605, -2.3353, 4.5521]], "atomic_forces_ev_per_a": [[0.1792, 0.8438, 0.0847], [-0.3167, 0.0506, -0.2722], [0.0090, 0.2223, 0.4554], [-0.3102, -1.0391, 0.2240], [-0.1596, -0.1276, -0.5789], [1.1707, 0.0679, 1.3127], [0.0392, -0.3775, -0.0686], [0.3129, 0.3081, 0.1544], [-0.5612, -0.4879, 0.0650], [-0.5596, 0.9396, -2.0261], [0.5986, -0.4982, 0.5543], [0.4004, 0.0202, 0.8240], [-0.6355, -1.3546, -1.3357], [-0.0906, 1.4520, 0.6774], [0.5881, -1.0337, -0.9250], [-0.2811, -0.2016, -0.4691], [0.2737, -0.3124, 0.3114], [0.0091, -0.3941, 0.4590], [0.1498, 0.0863, 0.0998], [0.1094, 0.4985, 0.0352], [0.2904, -0.1833, -0.4478], [0.0574, 0.0357, -0.6529], [-0.5155, 0.3816, 0.5409], [0.0678, 0.7833, -0.3211], [0.5267, -0.1507, 0.1118], [0.4532, 0.5095, 0.0592], [-0.4600, -0.0894, 0.4626], [-0.5498, 0.2402, -0.2261], [0.0176, 0.0449, 0.3178], [-0.5078, -0.1957, -0.2714], [0.0180, 0.3876, -0.1957], [-0.0720, -0.2271, 0.0961], [-0.2298, -0.1355, 0.8137], [-0.0830, 0.0943, 0.0462], [-0.0061, 0.0520, 0.0218], [-0.0026, -0.0658, -0.0267], [0.0587, 0.2493, -0.3387], [0.0402, -0.0751, -0.0632], [-0.0027, -0.0700, 0.0335], [-0.0089, -0.0094, -0.0208], [-0.0016, 0.0957, 0.2866], [0.0203, 0.0221, 0.0113], [0.0982, 0.0838, 0.5139], [-0.0215, -0.0346, -0.0189], [0.0038, 0.0028, 0.0129], [-0.0409, 0.0042, 0.0007], [0.0225, 0.0733, 0.0108], [0.0031, -0.0103, -0.0165], [0.0806, -0.1056, 0.1150], [0.0335, -0.5592, -0.3823], [0.0394, 0.0316, -0.0328], [-0.1075, 0.2815, 0.1587], [-0.1477, -0.1239, -0.1801]]}

Entry 3:
{"formula": "C13H18ClO4S4Se4Y", "method": "ωB97M-V/def2-TZVPD", "de_lowest_ev": 0.343, "charge": -2, "gap_ha": 0.208, "multiplicity": 1, "symbols": ["Y", "O", "S", "O", "O", "O", "Se", "Se", "Se", "Se", "C", "C", "S", "C", "C", "S", "C", "C", "S", "H", "H", "H", "H", "H", "H", "H", "H", "H", "H", "H", "H", "Cl", "C", "C", "C", "C", "C", "C", "C", "H", "H", "H", "H", "H", "H"], "positions_angstrom": [[2.0371, -1.1187, 2.5648], [3.4427, -2.2426, -0.8320], [3.8143, -2.1769, 0.5657], [5.1530, -2.6116, 0.8768], [3.5666, -0.7369, 1.0601], [2.7776, -2.9090, 1.4132], [3.4274, -1.7232, 4.9420], [1.4429, -0.9411, 5.7701], [1.6524, 1.4095, 5.6181], [1.3522, 1.6121, 3.2762], [-0.7141, 3.1277, -0.4164], [0.6941, 2.6473, -0.0985], [0.8260, 0.8356, 0.0203], [1.9704, 0.4533, -1.3263], [1.3871, 0.5263, -2.7237], [0.0744, -0.6884, -3.0238], [-1.4134, 0.3217, -3.2679], [-1.8956, 1.1663, -2.0877], [-1.2669, 2.8817, -2.1212], [-0.7719, 4.2078, -0.2579], [-1.4358, 2.6632, 0.2583], [1.0019, 3.0723, 0.8600], [1.3933, 2.9891, -0.8633], [2.3399, -0.5500, -1.1200], [2.8347, 1.1185, -1.2442], [2.1943, 0.3174, -3.4306], [0.9891, 1.5164, -2.9464], [-2.1834, -0.4279, -3.4755], [-1.3086, 0.9348, -4.1657], [-1.6050, 0.7105, -1.1461], [-2.9833, 1.2270, -2.1156], [-4.5996, -0.5835, -1.7961], [-3.3458, -0.8918, -0.6023], [-3.2925, -0.1393, 0.5636], [-2.3049, -0.3894, 1.4980], [-1.3291, -1.4123, 1.3243], [-0.3579, -1.6931, 2.3090], [-1.4045, -2.1166, 0.0986], [-2.3874, -1.8659, -0.8379], [-4.0284, 0.6373, 0.7364], [-2.2749, 0.1946, 2.4111], [0.0666, -2.7028, 2.2733], [-0.4673, -1.3427, 3.3349], [-0.6591, -2.8744, -0.1141], [-2.4086, -2.4324, -1.7618]], "atomic_forces_ev_per_a": [[-0.1923, 0.3591, -0.0415], [0.1738, -0.2714, -0.3560], [-0.4320, 0.3211, 0.2780], [0.0765, -0.0314, -0.0430], [0.4941, -0.0463, -0.1695], [0.0128, -0.1357, 0.0526], [0.6578, -0.3627, -0.1322], [-0.5548, 0.4859, 0.3197], [-0.1733, -0.2659, -0.2771], [0.1253, 0.2806, 0.3458], [-0.0232, 0.0440, 0.0663], [0.0367, -0.0438, 0.0491], [0.0870, 0.0070, -0.2157], [-0.0315, 0.1580, 0.1841], [0.0300, 0.1176, -0.1231], [-0.0604, 0.0222, -0.0977], [-0.0304, 0.0132, 0.1600], [0.1234, 0.2180, -0.1900], [0.0513, -0.0489, -0.0534], [0.0006, -0.0042, 0.0152], [-0.0001, 0.0050, -0.0042], [0.0287, -0.0543, -0.0089], [0.0146, -0.0090, 0.0090], [-0.0176, -0.0090, 0.0004], [-0.0033, -0.0293, 0.0340], [-0.0422, -0.0031, -0.0367], [0.0062, -0.0022, -0.0226], [0.0522, 0.0405, -0.0358], [0.0118, -0.0007, -0.0286], [0.1267, 0.1403, -0.0945], [0.1940, 0.0932, -0.0573], [-0.2368, -0.2152, 0.0578], [-0.0844, -0.2447, 0.2570], [-0.0672, -0.1196, 0.0018], [0.1306, -0.1375, -0.0130], [-0.7677, 0.2862, -0.1629], [1.1178, -0.4339, 0.3286], [0.0112, 0.0005, 0.1232], [-0.1404, -0.0666, -0.0063], [0.0069, 0.0148, 0.0068], [0.0062, 0.0305, -0.0146], [-0.2240, -0.2055, -0.0406], [-0.5195, 0.0807, -0.0718], [0.0206, 0.0116, -0.0016], [0.0041, 0.0112, 0.0094]]}

> Number 3 is which compound?

C13H18ClO4S4Se4Y